Computed, not measured: a molecular structure, C34H84FIN3NbO33P7 at a distorted geometry, with the ωB97M-V functional and the def2-TZVPD basis.

The geometry in XYZ format:
```
164
Properties=species:S:1:pos:R:3:mulliken_charge:R:1
C 2.6973 -5.6645 0.5848 -0.389
N 1.3193 -6.2236 0.7692 0.108
C 0.4264 -5.4276 1.6665 -0.639
C 0.6707 -6.7285 -0.4923 -0.064
O 1.0631 -7.9691 -0.8991 -0.606
C -0.4961 -6.0157 -1.3732 0.036
Nb -0.2783 -6.0160 -3.6257 -1.297
I 0.4575 -3.2499 -3.4028 -0.168
C -0.8294 -8.2533 -3.7801 -0.506
C -0.1379 -9.0351 -5.0394 0.082
N -0.5423 -10.3537 -5.2902 -0.727
C -0.0590 -5.7767 -5.8899 -0.218
C -1.4663 -5.7854 -6.7268 -0.012
O -1.8483 -4.8387 -7.5842 -0.598
C -2.4968 -5.5719 -3.7445 -0.665
C -2.7872 -3.8506 -4.0990 -0.042
C -3.1161 -2.8870 -2.6928 -0.464
O -4.2373 -3.3385 -3.8079 -0.405
C 1.9805 -6.4606 -3.5729 0.729
O 2.8482 -5.4485 -3.2879 -0.555
N 2.6202 -7.8002 -3.8679 -0.055
C 3.5518 -7.7497 -5.0647 0.476
O 4.8793 -7.6082 -4.8082 -0.490
F 3.1236 -7.8792 -6.4942 -0.230
H 3.4748 -6.5439 0.7964 0.173
H 2.9277 -5.1830 -0.4562 0.231
H 2.9403 -4.8436 1.4144 0.053
H -0.5791 -5.0466 1.2144 0.276
H 0.1275 -6.1229 2.5903 0.239
H 0.9346 -4.4747 2.1729 0.155
H -0.6737 -4.8971 -0.9903 0.258
H -1.5159 -6.5836 -1.1199 0.370
H -2.0079 -8.3133 -3.9655 0.356
H -0.6656 -8.8301 -2.7482 0.442
H 0.7062 -8.6328 -5.7447 0.141
H -1.2659 -10.6476 -4.5907 0.301
H 0.4458 -4.7138 -6.0968 0.338
H 0.6565 -6.5594 -6.4019 0.253
H -2.1914 -6.7099 -6.5923 0.217
H -3.1195 -6.1783 -4.5224 0.335
H -2.9723 -5.7144 -2.6840 0.446
H -2.1213 -3.3247 -5.0234 0.283
H -3.5285 -3.4380 -1.7260 0.178
H -2.9354 -1.7316 -2.7182 0.268
H 3.2001 -8.0319 -3.0308 0.334
C 1.3969 0.6391 1.7644 -0.632
O 2.6850 0.1957 1.3624 -0.473
P 3.7033 -0.5682 2.5339 1.193
O 2.6150 -1.6068 2.8313 -0.583
O 3.5400 0.7221 3.5421 -0.367
C 4.2417 1.8991 3.1957 -0.871
O 4.7217 -1.3320 3.7054 -0.276
C 5.5224 -2.3631 3.1586 -0.511
H 0.6492 0.1971 1.1019 0.251
H 1.1570 0.3818 2.7994 0.324
H 1.3597 1.7273 1.6576 0.221
H 3.5636 2.7507 3.2933 0.328
H 4.6107 1.8618 2.1665 0.349
H 5.0851 2.0329 3.8783 0.358
H 6.1791 -1.9516 2.3896 0.308
H 4.8907 -3.1458 2.7260 0.126
H 6.1319 -2.7968 3.9530 0.251
C 1.9248 7.8107 0.6108 -0.661
O 3.2129 7.3673 0.2088 -0.476
P 4.2312 6.6034 1.3803 1.056
O 3.1429 5.5648 1.6777 -0.598
O 4.0679 7.8938 2.3885 -0.208
C 4.7697 9.0707 2.0420 -0.741
O 5.2496 5.8396 2.5518 -0.271
C 6.0503 4.8085 2.0050 -0.713
H 1.1771 7.3687 -0.0517 0.255
H 1.6849 7.5534 1.6458 0.336
H 1.8876 8.8990 0.5040 0.277
H 4.0916 9.9224 2.1397 0.150
H 5.1386 9.0335 1.0129 0.478
H 5.6131 9.2045 2.7247 0.252
H 6.7071 5.2200 1.2360 0.344
H 5.4187 4.0259 1.5724 0.277
H 6.6598 4.3748 2.7994 0.251
C -6.6287 -1.2143 -4.4594 -0.624
O -7.9102 -0.8391 -3.9754 -0.508
P -8.0143 0.4074 -2.7803 1.221
O -7.2484 1.3730 -3.6927 -0.603
O -6.9611 -0.4079 -1.8138 -0.364
C -7.4545 -1.5560 -1.1533 -0.656
O -8.1184 1.6538 -1.5851 -0.261
C -9.2674 2.4677 -1.7287 -0.754
H -6.6252 -1.1322 -5.5487 0.358
H -5.8189 -0.6043 -4.0505 0.267
H -6.4509 -2.2588 -4.1865 0.228
H -6.7296 -2.3653 -1.2725 0.205
H -8.4130 -1.8809 -1.5685 0.322
H -7.5760 -1.3381 -0.0888 0.309
H -10.1669 1.8571 -1.6275 0.321
H -9.2634 2.9618 -2.7057 0.333
H -9.2627 3.2279 -0.9459 0.231
C -4.0789 9.8948 -0.8646 -0.599
O -4.5143 9.7712 0.4817 -0.488
P -3.3383 9.4463 1.7082 1.115
O -2.5352 10.6852 1.2938 -0.570
O -2.8095 8.1288 0.8759 -0.260
C -3.6410 6.9860 0.8893 -0.802
O -2.1624 9.1213 2.9348 -0.218
C -2.4548 9.7529 4.1672 -0.762
H -4.4223 10.8537 -1.2596 0.243
H -2.9931 9.8296 -0.9733 0.292
H -4.5371 9.0912 -1.4488 0.255
H -3.7251 6.6041 -0.1314 0.259
H -4.6437 7.2197 1.2591 0.375
H -3.1912 6.2172 1.5232 0.269
H -3.4141 9.3951 4.5466 0.326
H -2.4897 10.8396 4.0383 0.352
H -1.6724 9.5052 4.8863 0.212
C -10.4764 -5.0196 -1.0424 -0.646
O -10.9118 -5.1433 0.3039 -0.495
P -9.7358 -5.4682 1.5305 1.105
O -8.9328 -4.2293 1.1161 -0.497
O -9.2070 -6.7856 0.6982 -0.307
C -10.0386 -7.9285 0.7115 -0.749
O -8.5599 -5.7932 2.7571 -0.262
C -8.8524 -5.1615 3.9894 -0.721
H -10.8198 -4.0608 -1.4374 0.233
H -9.3906 -5.0849 -1.1510 0.339
H -10.9347 -5.8233 -1.6265 0.252
H -10.1226 -8.3103 -0.3092 0.237
H -11.0412 -7.6948 1.0813 0.361
H -9.5887 -8.6972 1.3454 0.272
H -9.8116 -5.5193 4.3688 0.313
H -8.8873 -4.0749 3.8606 0.315
H -8.0699 -5.4093 4.7085 0.240
C 6.4343 14.6137 3.9449 -0.650
O 6.2079 13.5865 4.8994 -0.486
P 4.6553 12.8247 4.9468 1.178
O 4.7704 12.4536 3.4634 -0.595
O 3.9226 14.2897 5.1049 -0.315
C 4.0285 14.9270 6.3621 -0.752
O 3.1028 12.0629 4.9944 -0.263
C 3.1681 10.6868 5.3188 -0.537
H 7.3153 14.3565 3.3524 0.250
H 5.5852 14.7735 3.2753 0.323
H 6.6344 15.5448 4.4835 0.255
H 4.3002 15.9733 6.2006 0.233
H 4.7932 14.4596 6.9893 0.371
H 3.0634 14.8826 6.8738 0.271
H 3.6117 10.5618 6.3086 0.337
H 3.7649 10.1489 4.5751 0.190
H 2.1569 10.2768 5.3271 0.188
C 9.8714 -9.2748 -1.0833 -0.668
O 8.5257 -8.8441 -1.2278 -0.502
P 8.2136 -7.3610 -2.0621 1.372
O 8.9706 -7.8720 -3.2939 -0.633
O 9.2449 -6.5607 -1.0601 -0.369
C 8.7955 -6.3124 0.2568 -0.739
O 7.9015 -5.8779 -2.8963 -0.365
C 6.7042 -5.9053 -3.6507 -0.623
H 9.9618 -10.2884 -1.4806 0.248
H 10.5882 -8.6245 -1.5914 0.327
H 10.1129 -9.2942 -0.0163 0.250
H 9.5940 -6.5794 0.9537 0.237
H 7.9074 -6.9033 0.4992 0.368
H 8.5646 -5.2495 0.3671 0.259
H 5.8544 -6.0797 -2.9878 0.203
H 6.7506 -6.6941 -4.4085 0.388
H 6.5769 -4.9422 -4.1476 0.283
```

Calculated values
Charge: -1
Molecular weight: 1518.7 g mol⁻¹
Kohn-Sham gap: 0.1407 Ha
F_max: 10.06 eV/A